Density functional theory data (the ωB97M-V functional and the def2-TZVPD basis) for C3H4ClNO2S in the gas phase at a distorted geometry.

Output
Max |F| (Eh/bohr): 0.120
Energy relative to the best compared isomer or geometry (same formula, charge and spin) (eV): 0.941
Calculated total energy (a.u.): -1180.25448
2S+1: 1
Frontier orbital gap (eV): 11.61
SMILES: CS(=O)(=O)[C@H](Cl)C#N
LUMO level (hartree): 0.0077
E_HOMO (eV): -11.41

Each line ends with the natural charge from an NBO analysis.
Atoms and positions in Å:
Cl 2.04192 -0.85710 -1.86324  0.040
S -0.01283 -0.89386 0.17560  2.175
O 1.06220 -1.16844 1.07384  -0.906
O -0.71694 -1.93043 -0.51828  -0.916
N 1.33510 2.28976 -0.13978  -0.242
C 0.64240 0.10736 -1.26343  -0.528
C -1.11715 0.03806 1.16770  -0.910
C 1.08246 1.36610 -0.75340  0.224
H -0.05560 0.11846 -2.05372  0.278
H -1.64668 -0.64884 1.66106  0.253
H -0.79411 0.88563 1.90600  0.282
H -1.82077 0.69331 0.60765  0.251


Density functional theory data (the ωB97M-V functional and the def2-TZVPD basis) for C3H4ClNOS in the gas phase at a distorted geometry.

Output
Max |F| (Eh/bohr): 0.031
Energy relative to the best compared isomer or geometry (same formula, charge and spin) (eV): 2.390
Calculated total energy (a.u.): -1104.99625
2S+1: 1
Frontier orbital gap (eV): 8.46
SMILES: O/N=C/[C@H](Cl)C=S
LUMO level (hartree): -0.0243
E_HOMO (eV): -9.12

Each line ends with the natural charge from an NBO analysis.
Atoms and positions in Å:
Cl 1.13645 2.36634 -0.19832  -0.050
S 2.68333 -1.32714 0.05377  0.125
O -2.52702 -0.66680 -0.10702  -0.548
N -1.16361 -0.58416 -0.24398  -0.108
C 1.49179 -0.40843 -0.49297  -0.279
C -0.70319 0.36140 0.44347  0.024
C 0.76152 0.64025 0.31419  -0.289
H -2.77555 -1.40833 -0.70145  0.481
H -1.24580 0.94303 1.14488  0.198
H 1.17710 0.57309 1.32729  0.236
H 1.16498 -0.48927 -1.53986  0.211